# CH2Cl4P2

An isolated molecule of CH2Cl4P2 at a distorted geometry (the ωB97M-V functional and the def2-TZVPD basis, OMol25).

Structure (XYZ):
```
9
Properties=species:S:1:pos:R:3:mulliken_charge:R:1
Cl -0.507 -0.289 2.504 -0.148
P -0.318 1.190 1.219 0.191
Cl -2.613 -0.525 -0.371 -0.314
H 1.849 -0.362 0.362 0.352
H 1.480 1.427 -0.351 0.289
Cl -0.488 0.405 -2.443 -0.188
C 1.146 0.424 0.087 -0.685
Cl -0.055 -2.133 -0.481 -0.189
P -0.494 -0.137 -0.526 0.692
```

Computed properties:
- electronic energy (Eh) = -2562.79409
- LUMO level (eV) = -0.59
- SMILES string = ClP1CP1(Cl)(Cl)Cl
- frontier orbital gap (eV) = 8.280
- E_HOMO (eV) = -8.87
- net charge = 0
- ΔE to the lowest compared entry with this formula, charge and spin (kcal per mole) = 24.57